#a
A cluster of 2 separate species, C3H7O3 in total. Source: OMol25; level of theory: the ωB97M-V functional and the def2-TZVPD basis.

Properties
HOMO-LUMO gap	8.576	eV
LUMO	4.08	eV

Structure (ORCA input):
```
! RIJCOSX wB97M-V def2-TZVPD def2/J DEFGRID3
* xyz -1 1
O -1.62 -0.35 -3.48
C -1.32 -0.09 -2.30
O -0.53 -0.70 -1.52
H -2.03 0.61 -1.82
H -0.80 -0.78 0.03
C 0.14 0.28 1.41
O -0.81 -0.74 1.05
C 1.49 0.07 0.80
H -0.20 1.31 1.24
H 0.04 0.20 2.51
H 2.09 0.86 1.25
H 2.01 -0.82 1.14
H 1.54 0.15 -0.29
*
```


#b
A cluster of 2 separate species, C3H7O3 in total. Source: OMol25; level of theory: the ωB97M-V functional and the def2-TZVPD basis.

Properties
HOMO-LUMO gap	6.426	eV
LUMO	4.00	eV

Structure (ORCA input):
```
! RIJCOSX wB97M-V def2-TZVPD def2/J DEFGRID3
* xyz -1 1
C -0.83 -1.63 -0.25
O 0.46 -1.13 -0.50
C 0.87 -0.18 0.43
C 1.59 0.93 0.01
O 2.31 1.10 -1.02
H -1.05 -2.38 -1.01
H -0.90 -2.10 0.75
H -1.59 -0.82 -0.31
H 0.89 -0.53 1.47
H 1.44 1.37 1.12
H -0.23 1.52 -0.26
O -1.13 2.09 -0.50
H -1.83 1.77 0.07
*
```


#c
A cluster of 2 separate species, C3H7O3 in total. Source: OMol25; level of theory: the ωB97M-V functional and the def2-TZVPD basis.

Properties
HOMO-LUMO gap	8.999	eV
LUMO	4.40	eV

Structure (ORCA input):
```
! RIJCOSX wB97M-V def2-TZVPD def2/J DEFGRID3
* xyz -1 1
C -0.89 0.81 -0.11
O -0.78 0.17 -1.36
C -1.49 -0.14 0.93
H -1.51 1.70 -0.24
H 0.10 1.13 0.24
H -1.58 0.38 1.89
H -0.84 -1.00 1.01
H -2.48 -0.45 0.60
O 1.71 -0.83 0.71
C 2.31 -0.66 -0.37
O 1.89 -0.10 -1.42
H 3.39 -0.96 -0.38
H 0.17 -0.03 -1.49
*
```


#c wins, 0.428 eV ahead of the next structure.


#a
A cluster of 2 separate species, C3H7O3 in total. Source: OMol25; level of theory: the ωB97M-V functional and the def2-TZVPD basis.

Properties
HOMO-LUMO gap	8.369	eV
LUMO	4.08	eV

Structure (ORCA input):
```
! RIJCOSX wB97M-V def2-TZVPD def2/J DEFGRID3
* xyz -1 1
C -2.14 0.54 0.21
O -1.44 -0.39 0.96
H -0.50 -0.06 1.12
H -2.58 0.09 -0.70
H -1.55 1.40 -0.11
H -2.98 0.96 0.79
C 1.49 -0.77 -0.88
C 1.79 0.14 0.33
O 1.02 0.23 1.32
O 2.86 0.78 0.18
H 1.44 -0.09 -1.71
H 0.48 -1.20 -0.81
H 2.12 -1.63 -0.71
*
```


#b
A cluster of 2 separate species, C3H7O3 in total. Source: OMol25; level of theory: the ωB97M-V functional and the def2-TZVPD basis.

Properties
HOMO-LUMO gap	8.552	eV
LUMO	4.34	eV

Structure (ORCA input):
```
! RIJCOSX wB97M-V def2-TZVPD def2/J DEFGRID3
* xyz -1 1
C -2.20 1.35 -0.44
C -0.93 0.54 -0.02
O -0.76 -0.55 -0.63
O -0.28 1.02 0.93
H -1.92 2.40 -0.45
H -3.00 1.09 0.25
H -2.42 1.00 -1.45
C 2.07 -1.20 0.63
O 2.01 -0.93 -0.75
H 1.11 -1.10 -1.08
H 1.19 -0.83 1.15
H 2.26 -2.25 0.87
H 2.88 -0.55 0.99
*
```


#c
A cluster of 2 separate species, C3H7O3 in total. Source: OMol25; level of theory: the ωB97M-V functional and the def2-TZVPD basis.

Properties
HOMO-LUMO gap	8.356	eV
LUMO	4.19	eV

Structure (ORCA input):
```
! RIJCOSX wB97M-V def2-TZVPD def2/J DEFGRID3
* xyz -1 1
O 0.00 -0.25 -2.11
C -0.15 -0.19 -0.88
O -0.88 -0.96 -0.19
C 0.53 0.99 -0.16
C 2.03 0.72 0.01
H 0.32 1.94 -0.75
H 0.04 1.14 0.83
H 2.26 -0.32 0.13
H 2.71 1.21 -0.68
H 2.35 1.11 0.99
H -2.34 -1.77 0.63
H -3.78 -1.49 1.02
O -3.09 -2.14 1.15
*
```


#c wins, 0.456 eV ahead of the next structure.


#a
An isolated molecule of C23H27N5O. Source: OMol25; level of theory: the ωB97M-V functional and the def2-TZVPD basis.

Properties
SMILES	Cc1ccc2[nH]c3c(c2c1)CN(C(=O)CN1CCN(c2ccccn2)CC1)CC3
HOMO-LUMO gap	8.137	eV
LUMO	0.60	eV

Structure (ORCA input):
```
! RIJCOSX wB97M-V def2-TZVPD def2/J DEFGRID3
* xyz 0 1
C -5.37 -3.21 2.14
C -4.91 -2.39 0.98
C -5.11 -2.87 -0.32
C -4.70 -2.17 -1.44
C -4.08 -0.95 -1.24
N -3.58 -0.05 -2.15
C -3.07 1.02 -1.46
C -3.23 0.83 -0.11
C -3.87 -0.43 0.06
C -4.29 -1.17 1.17
C -2.69 1.86 0.81
N -1.37 2.27 0.33
C -0.37 2.33 1.24
O -0.56 2.17 2.43
C 1.03 2.61 0.71
N 1.49 1.56 -0.18
C 2.80 1.82 -0.76
C 3.96 1.58 0.22
N 3.90 0.23 0.73
C 4.59 -0.81 0.18
C 5.76 -0.65 -0.58
C 6.43 -1.77 -1.02
C 5.94 -3.03 -0.71
C 4.78 -3.09 0.05
N 4.13 -2.03 0.48
C 2.63 -0.02 1.39
C 1.47 0.23 0.41
C -1.14 2.49 -1.09
C -2.39 2.23 -1.96
H -5.16 -2.71 3.08
H -4.86 -4.18 2.14
H -6.44 -3.40 2.08
H -5.59 -3.83 -0.45
H -4.87 -2.56 -2.43
H -3.59 -0.16 -3.15
H -4.13 -0.78 2.17
H -3.35 2.74 0.83
H -2.57 1.50 1.83
H 1.03 3.55 0.16
H 1.67 2.74 1.61
H 2.82 2.85 -1.13
H 2.91 1.14 -1.61
H 4.91 1.78 -0.28
H 3.88 2.27 1.06
H 6.15 0.33 -0.81
H 7.33 -1.66 -1.61
H 6.43 -3.93 -1.05
H 4.34 -4.04 0.33
H 2.62 -1.05 1.72
H 2.55 0.65 2.25
H 0.52 0.09 0.92
H 1.54 -0.49 -0.41
H -0.81 3.52 -1.24
H -0.34 1.82 -1.41
H -2.08 2.13 -3.00
H -3.07 3.09 -1.89
*
```


#b
A cluster of 2 separate species, C23H27N5O in total. Source: OMol25; level of theory: the ωB97M-V functional and the def2-TZVPD basis.

Properties
HOMO-LUMO gap	6.525	eV
LUMO	-0.56	eV

Structure (ORCA input):
```
! RIJCOSX wB97M-V def2-TZVPD def2/J DEFGRID3
* xyz 0 1
C 1.43 -2.24 4.88
N 0.17 -1.56 4.65
C -0.93 -2.04 5.46
C -0.07 -0.83 3.49
C -1.05 -1.26 2.56
C -1.29 -0.52 1.41
C -0.69 0.75 1.22
C -1.01 1.62 0.09
C -2.30 1.78 -0.37
C -2.62 2.84 -1.24
N -2.89 3.78 -1.89
C -3.40 0.97 -0.01
N -4.35 0.35 0.29
C 0.29 1.16 2.15
C 0.67 0.35 3.21
H 2.23 -1.80 4.27
H 1.69 -2.15 5.95
H 1.34 -3.31 4.65
H -1.78 -1.35 5.40
H -1.26 -3.04 5.16
H -0.60 -2.10 6.50
H -1.62 -2.17 2.77
H -2.00 -0.91 0.67
H -0.27 2.38 -0.14
H 0.72 2.16 2.03
H 1.45 0.68 3.91
C 3.59 -0.98 -0.40
C 2.14 -1.30 -0.10
N 1.18 -1.01 -1.18
C 1.05 -2.04 -2.23
C -0.13 -2.97 -1.99
C 0.90 0.33 -1.45
C -0.36 0.60 -2.09
N -0.48 1.67 -2.97
C 0.31 2.80 -2.83
C 0.07 3.92 -3.60
C -0.98 3.93 -4.51
C -1.72 2.76 -4.70
C -1.47 1.64 -3.94
O 1.64 1.21 -0.98
H 4.19 -1.24 0.47
H 3.95 -1.56 -1.26
H 3.70 0.09 -0.60
H 2.02 -2.37 0.10
H 1.82 -0.74 0.79
H 0.96 -1.54 -3.21
H 1.99 -2.60 -2.22
H -0.08 -3.79 -2.71
H -0.09 -3.38 -0.98
H -1.08 -2.45 -2.12
H -1.04 -0.25 -2.31
H 1.13 2.72 -2.12
H 0.72 4.78 -3.45
H -1.26 4.84 -5.05
H -2.53 2.70 -5.41
H -1.99 0.69 -4.03
*
```


#a wins, 4.024 eV ahead of the next structure.


#a
An isolated molecule of C2H7PS2. Source: OMol25; level of theory: the ωB97M-V functional and the def2-TZVPD basis.

Properties
SMILES	PCC(S)S
HOMO-LUMO gap	9.048	eV
LUMO	0.17	eV

Structure (ORCA input):
```
! RIJCOSX wB97M-V def2-TZVPD def2/J DEFGRID3
* xyz 0 1
P 0.69 -0.36 1.89
C 0.77 -0.70 0.06
C -0.12 0.35 -0.70
S -0.14 0.48 -2.42
S -2.17 -0.31 -0.06
H -0.24 0.69 1.80
H 1.75 0.76 1.88
H 0.32 -1.65 -0.02
H 1.85 -0.79 -0.20
H -0.11 1.34 -0.17
H -0.94 1.53 -2.68
H -1.67 -1.33 0.61
*
```


#b
A cluster of 2 separate species, C2H7PS2 in total. Source: OMol25; level of theory: the ωB97M-V functional and the def2-TZVPD basis.

Properties
SMILES	C=S.CSP
HOMO-LUMO gap	7.908	eV
LUMO	-0.42	eV

Structure (ORCA input):
```
! RIJCOSX wB97M-V def2-TZVPD def2/J DEFGRID3
* xyz 0 1
C 1.50 -1.59 -2.14
S 2.25 -0.23 -1.60
H 1.65 -2.02 -3.10
H 0.85 -2.10 -1.42
C -0.76 2.15 1.06
S -0.91 0.58 0.08
P -0.81 -0.96 1.61
H 0.35 2.27 1.10
H -1.06 1.81 1.97
H -1.23 3.00 0.76
H 0.09 -1.57 0.75
H -1.91 -1.34 0.92
*
```


#a wins, 0.151 eV ahead of the next structure.


#a
A cluster of 2 separate species, C2H2ClNO in total. Source: OMol25; level of theory: the ωB97M-V functional and the def2-TZVPD basis.

Properties
SMILES	N#CC=O.Cl
HOMO-LUMO gap	10.619	eV
LUMO	-1.06	eV

Structure (ORCA input):
```
! RIJCOSX wB97M-V def2-TZVPD def2/J DEFGRID3
* xyz 0 1
N -1.12 1.18 2.57
C -1.23 0.48 1.64
C -1.38 -0.55 0.59
O -0.64 -0.74 -0.37
H -2.29 -1.13 0.85
Cl 2.91 0.34 -2.14
H 3.74 0.42 -3.14
*
```


#b
An isolated molecule of C2H2ClNO. Source: OMol25; level of theory: the ωB97M-V functional and the def2-TZVPD basis.

Properties
HOMO-LUMO gap	9.170	eV
LUMO	0.04	eV

Structure (ORCA input):
```
! RIJCOSX wB97M-V def2-TZVPD def2/J DEFGRID3
* xyz 0 1
C 0.28 1.13 0.00
C -0.55 0.06 -0.04
N 0.25 -1.02 -0.07
O 1.50 -0.37 -0.02
Cl -2.25 0.01 0.03
H 0.61 2.05 -0.39
H 0.16 -1.86 0.48
*
```


#a wins, 3.943 eV ahead of the next structure.


#a
An isolated molecule of C3H9NOS. Source: OMol25; level of theory: the ωB97M-V functional and the def2-TZVPD basis.

Properties
HOMO-LUMO gap	9.292	eV
LUMO	0.88	eV

Structure (ORCA input):
```
! RIJCOSX wB97M-V def2-TZVPD def2/J DEFGRID3
* xyz 0 1
C -0.12 1.46 -0.25
C 1.28 -1.91 -0.05
C -0.14 0.39 0.83
N -1.31 1.33 -1.09
O -1.16 -2.06 0.92
S -0.43 -1.22 -0.03
H -0.01 2.45 0.22
H 0.76 1.30 -0.89
H -2.14 1.53 -0.55
H 1.22 -2.79 -0.67
H 1.97 -1.19 -0.48
H 1.56 -2.19 0.96
H -0.99 0.51 1.49
H 0.78 0.37 1.42
H -1.26 2.02 -1.84
*
```


#b
A cluster of 2 separate species, C3H9NOS in total. Source: OMol25; level of theory: the ωB97M-V functional and the def2-TZVPD basis.

Properties
HOMO-LUMO gap	9.979	eV
LUMO	0.74	eV

Structure (ORCA input):
```
! RIJCOSX wB97M-V def2-TZVPD def2/J DEFGRID3
* xyz 0 1
C -2.13 0.30 -0.97
C 0.43 -1.27 0.26
C -1.29 1.35 -1.01
N 1.81 -0.06 1.87
O 1.57 1.18 -0.49
S 0.80 0.54 0.57
H -2.19 -0.22 -2.03
H 2.39 0.61 2.36
H -2.72 -0.20 -0.19
H 0.49 -1.85 1.23
H -0.58 -1.40 -0.26
H 1.19 -1.66 -0.51
H -0.99 2.10 -0.28
H -1.04 1.48 -2.09
H 2.27 -0.91 1.54
*
```


#a wins, 1.790 eV ahead of the next structure.